# 1
Molecular formula: C4H12N2O
Method: DFT, wB97M-V/def2-TZVPD

spin multiplicity: 1
DFT total energy: -9368.3641 eV
energy above the lowest of the compared OMol25 structures with the same formula, charge and spin: 65.3 kcal/mol
SMILES: [H]/N=C/NCCC.O

Last column: Mulliken charge in e.
Geometry (Å):
O (2.4808, 2.7068, 0.4777)  -0.66
N (-0.8833, 2.5127, 1.0009)  -0.68
N (-1.0201, 0.1920, 0.3457)  -0.20
C (-0.7030, 1.2564, 1.1124)  -0.06
C (-0.3443, -1.6054, -1.9451)  -1.34
C (0.2911, -1.6409, -0.5649)  -0.19
C (-0.4617, -1.1575, 0.6687)  -0.61
H (-1.5701, 3.0238, 1.5213)  0.23
H (0.2062, -2.0587, -2.7826)  0.35
H (1.6522, 2.2604, 0.5782)  0.34
H (1.2222, -1.0695, -0.6180)  0.21
H (-0.0565, 0.9964, 1.9735)  0.36
H (-1.3170, -1.7405, 1.0025)  0.31
H (0.2501, -0.9373, 1.4644)  0.34
H (0.6119, -2.6626, -0.4072)  0.33
H (-0.4425, -0.6111, -2.4161)  0.36
H (3.1536, 2.2623, 1.0159)  0.30
H (-1.6752, 0.1903, -0.4215)  0.25
H (-1.3944, -1.9177, -2.0059)  0.35



# 2
Molecular formula: C4H12N2O
Method: DFT, wB97M-V/def2-TZVPD

spin multiplicity: 1
DFT total energy: -9365.8686 eV
energy above the lowest of the compared OMol25 structures with the same formula, charge and spin: 122.8 kcal/mol

Last column: Mulliken charge in e.
Geometry (Å):
O (-2.3545, -1.7159, 0.3035)  -0.80
N (2.0311, -0.0210, 0.9483)  -0.51
N (1.0877, 1.8581, -0.2566)  -0.55
C (-1.0170, -0.3296, 0.9261)  -0.59
C (-0.3797, -0.7438, -0.2265)  0.56
C (-0.7529, -0.2731, -1.5892)  -1.31
C (0.9084, 0.8182, 0.6935)  -0.40
H (2.7821, 0.4837, 1.4123)  0.25
H (-2.1695, -2.5359, 0.7811)  0.21
H (-1.3805, 0.6166, -1.5534)  0.27
H (0.5657, 1.2585, 1.6265)  0.46
H (-0.7342, -0.7498, 1.8807)  0.34
H (0.2624, -1.6145, -0.1591)  0.31
H (2.4036, -0.4394, 0.1047)  0.23
H (1.3405, 1.5314, -1.1816)  0.24
H (0.2932, 2.4824, -0.3207)  0.27
H (-1.7060, 0.5031, 0.8943)  0.30
H (0.1326, -0.0634, -2.1995)  0.38
H (-1.3130, -1.0655, -2.0844)  0.36



# 3
Molecular formula: C4H12N2O
Method: DFT, wB97M-V/def2-TZVPD

spin multiplicity: 2
DFT total energy: -9359.8894 eV
energy above the lowest of the compared OMol25 structures with the same formula, charge and spin: 58.3 kcal/mol
charge: +1

Last column: Löwdin spin population.
Geometry (Å):
O (-0.2744, 1.2226, 2.7923)  0.02
N (1.5343, -2.3624, -0.4998)  0.00
N (-1.3766, 0.8823, -0.3354)  0.63
C (-1.9256, 1.8184, -0.9120)  0.11
C (0.8492, -0.0748, -0.9035)  0.02
C (-0.7012, -0.3119, -0.8413)  0.09
C (1.5496, -1.0096, 0.0492)  0.00
H (-0.1012, 0.6816, 2.0076)  0.00
H (0.9611, -1.0709, 0.9745)  0.00
H (1.8519, -2.3141, -1.4615)  0.00
H (1.1992, -0.1364, -1.9349)  0.00
H (-2.5537, 1.7619, -1.8127)  0.05
H (2.5293, -0.6876, 0.4116)  0.00
H (-1.8196, 2.7885, -0.4144)  0.04
H (-1.0696, -0.5770, -1.8344)  0.04
H (-0.9006, -1.0592, -0.0748)  0.00
H (2.2170, -2.9738, -0.0503)  0.00
H (-1.0483, 0.7365, 3.1195)  0.00
H (1.0532, 0.9349, -0.5230)  0.00



# 4
Molecular formula: C4H12N2O2
Method: DFT, wB97M-V/def2-TZVPD

spin multiplicity: 1
DFT total energy: -11409.3578 eV
energy above the lowest of the compared OMol25 structures with the same formula, charge and spin: 227.4 kcal/mol

Last column: Mulliken charge in e.
Geometry (Å):
O (0.9840, 1.4319, 2.1096)  -0.68
O (0.9303, 0.8511, -1.7769)  -0.49
N (-0.4425, -1.0233, -1.6230)  -0.25
N (-1.0567, 0.2293, 1.9554)  -0.64
C (-0.2119, -0.9631, -0.1144)  0.36
C (-0.9054, 0.2191, 0.5142)  -0.57
C (1.2374, -0.8623, 0.2371)  -1.69
C (-0.0053, 0.1796, -2.4419)  -0.28
H (-1.3764, -1.3761, -1.8250)  0.27
H (-1.9405, 0.2507, -0.0142)  0.31
H (-0.0076, 0.8564, 2.1551)  0.45
H (-1.0029, 0.8794, -2.3713)  0.24
H (1.3601, -0.8993, 1.3405)  0.42
H (-0.2138, 1.0265, 0.3203)  0.43
H (-1.8037, 0.8623, 2.2062)  0.26
H (1.5057, 1.6821, 2.8195)  0.21
H (-0.6144, -1.9779, 0.2089)  0.44
H (0.1360, -0.0024, -3.4918)  0.37
H (1.5836, 0.1464, 0.0757)  0.39
H (1.8439, -1.5103, -0.2838)  0.46



# 5
Molecular formula: C4H12N2O2
Method: DFT, wB97M-V/def2-TZVPD

spin multiplicity: 1
DFT total energy: -11418.0332 eV
energy above the lowest of the compared OMol25 structures with the same formula, charge and spin: 27.3 kcal/mol
SMILES: NCCCC(N)=O.O

Last column: Mulliken charge in e.
Geometry (Å):
O (-3.1026, 0.9250, 2.4172)  -0.63
O (-1.4239, 0.3250, -0.0496)  -0.62
N (-1.2405, -0.7529, -2.0220)  -0.39
N (2.4756, 0.1909, 1.4527)  -0.60
C (1.8958, -0.8918, 0.6558)  -0.62
C (1.7222, -0.5826, -0.8708)  -0.69
C (0.7129, 0.4977, -1.1406)  -0.40
C (-0.7239, 0.0227, -0.9976)  0.34
H (0.7982, 1.3677, -0.4884)  0.27
H (-2.1840, -0.5586, -2.2842)  0.23
H (0.8903, -1.2185, 0.9400)  0.27
H (1.7805, 0.4951, 2.1132)  0.30
H (-0.6124, -1.1709, -2.6989)  0.21
H (0.8582, 0.8441, -2.1679)  0.30
H (2.7048, -0.4088, -1.3094)  0.39
H (-2.6714, 1.5371, 3.0203)  0.30
H (1.3388, -1.5408, -1.2358)  0.33
H (-2.5440, 0.9720, 1.6397)  0.39
H (2.6051, 0.9761, 0.8067)  0.28
H (2.5004, -1.8015, 0.6925)  0.33



# 6
Molecular formula: C4H12N2O2
Method: DFT, wB97M-V/def2-TZVPD

spin multiplicity: 1
DFT total energy: -11414.3318 eV
energy above the lowest of the compared OMol25 structures with the same formula, charge and spin: 112.7 kcal/mol
SMILES: CC(=O)NO.CNC

Last column: Mulliken charge in e.
Geometry (Å):
O (0.1616, 2.2939, 0.2239)  -0.66
O (-2.3839, -0.1963, -0.6264)  -0.41
N (0.7104, -0.3871, -0.4542)  -0.12
N (-1.4426, 0.8522, -0.7319)  -0.38
C (-0.7790, 0.6958, 1.7502)  -1.25
C (0.7779, -1.7090, 0.1597)  -1.06
C (-0.3830, 1.2010, 0.3810)  1.02
C (1.9259, -0.0426, -1.1823)  -0.97
H (1.0134, -2.4684, -0.5906)  0.38
H (-0.1851, -1.9788, 0.5963)  0.27
H (2.0387, -0.7020, -2.0470)  0.32
H (1.5353, -1.7396, 0.9497)  0.34
H (-3.1740, 0.2248, -0.2478)  0.33
H (-0.2907, -0.2588, -1.0381)  0.40
H (-1.6259, 1.6111, -1.3837)  0.22
H (0.1315, 0.4613, 2.3071)  0.26
H (2.8148, -0.1415, -0.5505)  0.30
H (-1.3007, 1.4950, 2.2800)  0.35
H (1.8496, 0.9924, -1.5165)  0.32
H (-1.3942, -0.2033, 1.7212)  0.35



# 7
Molecular formula: C4H12N2O2
Method: DFT, wB97M-V/def2-TZVPD

spin multiplicity: 1
DFT total energy: -11416.4518 eV
energy above the lowest of the compared OMol25 structures with the same formula, charge and spin: 63.8 kcal/mol
SMILES: CN(C=O)CCN.O

Last column: Mulliken charge in e.
Geometry (Å):
O (0.0386, -2.5608, 0.2944)  -0.59
O (-2.1282, -0.6656, 1.5467)  -0.73
N (0.3190, -0.5451, -0.6265)  0.40
N (0.1836, 1.1905, 1.5793)  -0.49
C (0.6638, -1.5463, 0.1706)  0.00
C (1.1530, 0.6678, -0.6510)  -1.17
C (0.3938, 1.7853, 0.2530)  -0.42
C (-0.5215, -0.7510, -1.9009)  -0.93
H (-0.6635, 0.6595, 1.6028)  0.23
H (1.6317, -1.3137, 0.7185)  0.29
H (1.3994, 0.8875, -1.6421)  0.50
H (2.1797, 0.5789, -0.3053)  0.40
H (-0.9363, 0.1269, -2.2864)  0.39
H (0.1799, 1.9342, 2.2407)  0.22
H (-1.7733, -1.4400, 0.9883)  0.31
H (-0.3664, 2.1874, -0.2508)  0.33
H (-1.3089, -1.6566, -1.8384)  0.24
H (0.1100, -1.2007, -2.7875)  0.30
H (1.1856, 2.5924, 0.4218)  0.36
H (-1.7400, -0.9308, 2.4728)  0.36



# 8
Molecular formula: C4H12N2O2
Method: DFT, wB97M-V/def2-TZVPD

spin multiplicity: 1
DFT total energy: -11416.6184 eV
energy above the lowest of the compared OMol25 structures with the same formula, charge and spin: 59.9 kcal/mol
SMILES: C[C@](O)(CCO)NN

Last column: Mulliken charge in e.
Geometry (Å):
O (3.1944, 0.8239, -0.3160)  -0.53
O (-0.2826, 0.2980, 1.5439)  -0.63
N (-2.0620, -1.8263, 0.9154)  -0.66
N (-0.8676, -1.5708, 0.2009)  -0.34
C (-1.3332, 0.8636, -0.4973)  -1.62
C (1.8112, 1.1034, -0.2898)  -0.47
C (0.9619, -0.2332, -0.4724)  -0.88
C (-0.3895, -0.1080, 0.2115)  1.04
H (-1.4755, 0.5670, -1.5338)  0.30
H (3.4144, 0.4257, -1.1659)  0.31
H (-2.2956, 0.8790, 0.0103)  0.44
H (-0.9131, 1.8640, -0.4682)  0.40
H (1.5325, 1.8261, -1.0676)  0.27
H (1.6463, 1.5809, 0.6781)  0.34
H (-1.8615, -1.7026, 1.9042)  0.29
H (0.8404, -0.4481, -1.5344)  0.39
H (-1.0184, -1.8706, -0.7580)  0.30
H (0.3760, -0.2625, 1.9776)  0.41
H (1.5283, -1.0407, -0.0048)  0.39
H (-2.8065, -1.1687, 0.6663)  0.27



# 9
Molecular formula: C4H12N2O2
Method: DFT, wB97M-V/def2-TZVPD

spin multiplicity: 1
DFT total energy: -11415.6702 eV
energy above the lowest of the compared OMol25 structures with the same formula, charge and spin: 81.8 kcal/mol

Last column: Mulliken charge in e.
Geometry (Å):
O (1.5216, 1.2304, -0.8229)  -0.58
O (-0.7602, -1.5337, -1.0270)  -0.40
N (-1.1671, 1.3481, -1.2203)  -0.72
N (-0.8153, 2.5641, 0.7287)  -0.52
C (-0.9179, 1.3127, 0.1319)  0.01
C (1.8542, 0.0704, 1.2271)  -1.26
C (1.0004, 0.6072, 0.0989)  0.50
C (-0.7462, -2.8864, -0.6235)  -0.61
H (-0.6173, 2.5465, 1.7183)  0.25
H (2.5790, -0.6578, 0.8609)  0.34
H (-1.5176, 0.6005, 0.6955)  0.32
H (-0.3109, 1.6709, -1.7031)  0.33
H (1.2411, -0.4757, 1.9477)  0.30
H (0.1368, -1.1351, -0.8757)  0.25
H (-1.7484, -3.2821, -0.7856)  0.23
H (-0.0296, -3.4755, -1.2070)  0.27
H (-1.4078, 0.4224, -1.5633)  0.41
H (-0.2016, 3.2001, 0.2339)  0.28
H (-0.4832, -2.9949, 0.4355)  0.25
H (2.3901, 0.8679, 1.7503)  0.36



# 10
Molecular formula: C4H12N2O2
Method: DFT, wB97M-V/def2-TZVPD

spin multiplicity: 1
DFT total energy: -11416.3775 eV
energy above the lowest of the compared OMol25 structures with the same formula, charge and spin: 65.5 kcal/mol
SMILES: CN(C=O)CCN.O

Last column: Mulliken charge in e.
Geometry (Å):
O (1.0248, 0.0108, 1.5572)  -0.49
O (1.2495, 2.0942, 3.0199)  -0.58
N (-1.8310, 1.0198, 0.0439)  -0.61
N (0.4406, -0.6825, -0.5154)  0.35
C (1.0891, 0.1857, 0.3697)  -0.17
C (-1.7732, 0.1644, -1.1067)  -0.59
C (-0.3574, -0.2136, -1.6106)  -0.80
C (0.8905, -2.0769, -0.4948)  -1.06
H (-1.1936, 1.8055, 0.0825)  0.26
H (-0.5102, -0.9263, -2.4286)  0.36
H (-0.0257, 0.6656, -2.1520)  0.34
H (1.4567, -2.1727, -1.4410)  0.36
H (1.2741, -2.5560, 0.4013)  0.32
H (0.0926, -2.7929, -0.7621)  0.32
H (1.8558, 1.4277, 3.3536)  0.30
H (-2.3819, 0.5314, -1.9647)  0.33
H (-1.6424, 0.5475, 0.9174)  0.31
H (1.5127, 1.0486, -0.1623)  0.42
H (-2.2862, -0.7594, -0.8945)  0.33
H (1.1152, 2.6790, 3.7873)  0.28